# 1
A 3-piece molecular cluster, C23H49FN8O3P2 overall at a distorted geometry. Source: the OMol25 dataset; level of theory: ωB97M-V/def2-TZVPD.

## Properties
Kohn-Sham gap = 7.0 eV
energy = -63991.353 eV
HOMO = -7.86 eV
LUMO level = -0.87 eV
2S+1 = 1
SMILES string = C#C[C@@](C#N)(OCCC)[C@H](C#N)CCF.CN(C)P(=O)(N(C)C)N(C)C.CN(C)P(=O)(N(C)C)N(C)C

The geometry in XYZ format:
```
86
Properties=species:S:1:pos:R:3:forces:R:3
C -7.40636 -2.20838 1.22521 2.54 3.35 -5.61
C -7.15908 -1.66648 0.04723 -0.95 -2.67 5.18
C -6.74986 -0.99584 -1.38010 -0.62 0.30 1.24
C -6.31946 -2.14764 -2.42134 2.42 -3.09 -1.68
N -5.85113 -3.03299 -3.11294 -2.83 5.17 3.85
O -7.78853 -0.16930 -1.94472 1.00 -2.48 0.68
C -9.07906 -0.84957 -1.99978 -1.83 0.75 -0.37
C -10.03776 -0.14488 -0.89801 -0.21 1.06 -0.87
C -11.48986 0.13756 -1.59090 0.25 -0.78 0.17
C -5.51801 0.02798 -1.01593 0.29 0.23 0.27
C -6.06336 1.32386 -0.19258 -2.58 2.11 2.74
N -6.57350 2.19014 0.50865 3.37 -5.30 -4.49
C -4.64574 0.46667 -2.30482 1.32 0.71 1.00
C -3.10716 -0.07466 -2.13320 -0.92 -0.20 -0.59
F -2.31148 0.91122 -1.41330 -1.34 -1.64 -1.23
H -7.25205 -2.48057 2.34248 -0.69 0.51 -2.69
H -9.02946 -1.99532 -1.93046 0.24 1.71 0.13
H -9.53108 -0.60149 -3.04634 0.94 -0.44 1.80
H -9.56199 0.90198 -0.69255 -0.72 -1.99 -0.23
H -10.10703 -0.71395 0.09650 0.06 0.76 -1.64
H -11.91973 -0.89233 -1.91349 0.42 1.79 0.63
H -11.36697 0.74933 -2.56240 -0.09 -0.84 1.67
H -12.22638 0.68508 -0.87806 1.33 -1.07 -1.26
H -4.80731 -0.55734 -0.30839 -1.37 1.15 -1.01
H -4.55557 1.62849 -2.26505 -0.25 -2.11 -0.45
H -5.05588 0.11063 -3.31629 0.41 0.54 1.71
H -3.06386 -1.08725 -1.55976 0.02 1.90 -0.86
H -2.70347 -0.24260 -3.20329 -0.19 0.54 1.92
C 2.16436 -1.74710 0.79632 0.22 0.10 0.57
N 0.73872 -1.52498 0.88114 0.60 1.18 -1.58
C 0.19019 -0.86246 -0.29447 -0.50 -0.01 0.10
P -0.33949 -1.95804 2.12700 6.80 -4.87 -1.91
O -1.08643 -2.96694 1.23269 -3.32 2.66 1.45
N 0.35684 -3.18137 3.12660 -0.37 -0.56 0.68
C 1.77497 -3.38550 3.37070 0.23 0.49 0.63
C -0.31390 -4.48286 3.16676 -0.42 0.17 -0.11
N 0.46839 -0.77822 3.18325 -3.42 1.13 0.55
C -0.26652 -0.67168 4.46843 0.07 -0.22 0.76
C 0.60780 0.60482 2.69668 0.38 0.32 -0.50
H 2.68378 -1.44520 1.70890 0.03 -0.18 0.10
H 2.63624 -1.15034 0.00832 -0.37 0.03 -0.02
H 2.38807 -2.79501 0.57827 0.19 -0.06 0.08
H 0.00577 0.19791 -0.08703 -0.03 0.15 -0.23
H -0.75992 -1.30451 -0.60013 -0.02 -0.06 0.09
H 0.84945 -0.92090 -1.16602 0.06 -0.11 0.26
H 2.26226 -3.90034 2.53764 0.03 -0.03 -0.05
H 1.92919 -3.99900 4.26605 -0.21 -0.06 -0.09
H 2.30645 -2.45704 3.58258 -0.15 0.02 -0.25
H -0.08568 -5.07698 2.27701 -0.10 -0.09 -0.06
H -1.39727 -4.36065 3.24324 0.20 -0.04 -0.23
H -0.01552 -5.06094 4.04757 0.25 0.26 -0.01
H -1.27182 -0.26543 4.31199 0.11 0.20 0.16
H 0.26859 -0.02927 5.17390 0.01 0.05 -0.23
H -0.37473 -1.64126 4.95942 0.10 0.01 -0.32
H -0.35105 1.01053 2.35850 0.12 0.17 0.07
H 1.33021 0.68528 1.88238 -0.20 -0.31 -0.07
H 1.00158 1.25718 3.48317 -0.23 -0.29 0.14
C 7.20697 4.16013 -1.05066 -0.55 -0.01 -0.24
N 7.66064 2.78754 -1.04964 1.49 1.02 -1.01
C 9.06918 2.64888 -1.39563 0.11 -0.52 0.17
P 6.78849 1.37268 -0.67439 -1.55 7.38 4.02
O 7.63257 1.09584 0.58442 0.32 -3.80 -2.33
N 5.36599 1.76336 0.22287 -0.69 -0.53 0.49
C 4.61838 3.00730 0.14707 -0.53 -0.07 -0.62
C 5.26516 1.24290 1.58803 0.31 -0.38 -0.08
N 5.81292 1.63179 -2.13783 0.88 -3.45 -0.64
C 4.90966 0.47296 -2.34859 -0.75 -0.19 0.05
C 6.51916 1.81473 -3.41696 0.40 0.51 -0.27
H 6.26451 4.28341 -1.58946 -0.14 -0.01 0.16
H 7.90227 4.83016 -1.56728 0.14 -0.34 0.06
H 7.09670 4.54015 -0.03136 -0.14 0.15 0.01
H 9.17962 2.30845 -2.43221 0.22 0.06 -0.15
H 9.57119 1.91883 -0.75777 -0.08 -0.05 0.05
H 9.62901 3.58314 -1.29134 -0.29 -0.05 0.04
H 5.10059 3.80826 0.71493 0.03 0.05 0.03
H 3.61044 2.87887 0.55910 0.12 -0.16 0.11
H 4.45249 3.34019 -0.87814 0.28 -0.05 0.05
H 5.86908 1.83133 2.28501 0.06 -0.07 0.12
H 5.58845 0.19974 1.63161 0.14 0.26 0.05
H 4.23010 1.24949 1.94618 -0.04 0.21 -0.29
H 5.48279 -0.43834 -2.55158 -0.14 0.02 -0.23
H 4.22706 0.65478 -3.18395 0.21 0.08 -0.01
H 4.28093 0.28041 -1.47642 0.26 0.21 0.04
H 7.24268 1.01271 -3.59490 -0.07 0.06 -0.20
H 7.03773 2.77364 -3.46888 0.06 -0.14 0.35
H 5.81250 1.83517 -4.25323 -0.11 -0.24 0.29
```
Positions in Å, forces in eV/Å.

=====

# 2
A 2-piece molecular cluster, C25H20ClF3O2S overall at a distorted geometry. Source: the OMol25 dataset; level of theory: ωB97M-V/def2-TZVPD.

## Properties
Kohn-Sham gap = 7.1 eV
energy = -61852.903 eV
HOMO = -8.10 eV
energy above the lowest of the compared OMol25 structures with the same formula, charge and spin = 0.0 kcal/mol
LUMO level = -1.04 eV
2S+1 = 1

The geometry in XYZ format:
```
52
Properties=species:S:1:pos:R:3:forces:R:3
Cl 5.59783 0.52145 3.03662 0.33 -0.02 0.05
C 3.93205 0.48261 2.61959 -1.12 0.13 -0.25
C 3.24427 1.68295 2.39444 -0.12 -0.28 -0.04
C 1.89892 1.64989 2.02464 0.02 -0.60 0.18
C 1.21133 0.41744 1.90098 1.46 0.24 0.18
C -0.18452 0.38316 1.51130 -0.58 -1.18 -1.10
C -1.03691 -0.77139 2.02425 -0.48 0.01 0.33
C -2.46436 -0.16351 2.21709 0.11 -0.60 0.05
C -2.31477 1.25627 1.73163 1.36 0.29 0.00
C -1.00147 1.56658 1.48470 -2.07 0.14 0.20
C 1.91369 -0.77522 2.18844 -0.05 0.64 -0.17
C 3.26521 -0.74278 2.51433 0.04 0.16 0.03
H 3.76831 2.63309 2.47414 -0.10 -0.22 0.03
H 1.37190 2.58226 1.82821 0.27 -0.28 0.02
H -0.99642 -1.60385 1.30638 -0.24 0.20 0.50
H -0.70313 -1.15647 3.00765 0.20 0.26 -0.59
H -3.24143 -0.75697 1.70481 0.25 0.45 0.21
H -2.70060 -0.18414 3.30675 -0.05 0.18 -0.70
H -3.15353 1.95295 1.67696 0.34 -0.14 0.10
H -0.61287 2.55438 1.26719 -0.22 -0.21 -0.23
H 1.38865 -1.72905 2.14377 0.22 0.19 -0.08
H 3.81537 -1.66518 2.67666 -0.10 0.14 0.05
F -6.48006 0.91826 -1.36494 0.49 -0.94 -0.18
C -5.90930 -0.32068 -1.47558 -1.10 -0.08 -0.25
F -6.51992 -1.10768 -0.53676 0.55 0.54 -0.67
F -6.28374 -0.82537 -2.69928 0.13 0.46 0.94
C -4.41919 -0.29207 -1.34806 -0.36 -0.56 0.07
C -3.77017 -1.42818 -0.85409 0.03 0.34 -0.12
C -2.39232 -1.42603 -0.77312 0.29 0.32 -0.14
C -1.65777 -0.26169 -1.10748 -0.70 0.06 0.36
C -0.26843 -0.20700 -0.68190 0.39 -0.32 0.49
S 0.69803 0.91485 -1.61182 2.03 0.53 -0.37
C 2.26763 0.07565 -1.82237 0.40 -0.07 0.12
C 3.22034 0.26553 -0.82744 -0.16 -0.22 0.13
C 4.46569 -0.35108 -0.91811 -0.14 0.17 -0.27
C 4.77321 -1.10255 -2.05257 -0.07 -0.04 0.22
C 3.82228 -1.28120 -3.05865 -0.20 0.19 -0.17
C 2.56494 -0.67873 -2.96414 -0.07 0.00 0.38
O 0.26759 1.14006 -2.97460 -0.62 -0.08 0.39
O 0.94846 2.05617 -0.75017 -0.27 0.05 -0.44
C -2.34472 0.84544 -1.67450 0.47 0.05 0.57
C -3.71665 0.80674 -1.81122 -0.16 -0.05 0.07
H -4.34181 -2.27795 -0.50260 -0.01 0.02 -0.14
H -1.85174 -2.30343 -0.39699 -0.31 0.36 -0.23
H 0.24327 -1.18940 -0.70146 -0.28 0.53 0.27
H 2.95126 0.88863 0.02215 0.23 -0.17 -0.25
H 5.18260 -0.21375 -0.11034 -0.04 -0.05 -0.25
H 5.76174 -1.54983 -2.14325 -0.24 0.01 -0.02
H 4.05491 -1.87455 -3.94472 0.01 0.19 0.28
H 1.82205 -0.78022 -3.75468 0.20 0.00 0.20
H -1.83759 1.77732 -1.95823 -0.05 -0.68 0.16
H -4.24815 1.64829 -2.24359 0.06 -0.08 0.10
```
Positions in Å, forces in eV/Å.